This record from the OMol25 dataset describes a structure of composition C27H50OP2Ru. The level of theory is the ωB97M-V functional and the def2-TZVPD basis.

HOMO (alpha / beta) = -13.332 / -13.586 eV
DFT total energy = -1910.79927 hartree
orbital gap (alpha / beta) = 6.6 / 5.6 eV
ΔE to the lowest compared entry with this formula, charge and spin = 0.0 kcal/mol
spin multiplicity = 5
net charge = +2
expectation value of S² = 6.02

Last column: Mulliken charge in e.
Geometry (Å):
Ru 0.06 0.65 -3.71  -0.20
C -0.94 -1.55 0.29  0.40
C 0.37 -1.88 -0.17  0.72
C 0.55 -0.33 1.52  1.11
C -0.82 -0.59 1.33  0.84
C 1.29 -1.11 0.60  0.70
C -2.21 -2.18 -0.11  -1.63
H -2.10 -2.72 -1.07  0.22
H -3.00 -1.42 -0.23  0.29
H -2.56 -2.91 0.64  0.47
C -1.92 -0.09 2.17  -1.48
H -2.84 -0.66 2.00  0.47
H -2.16 0.97 1.98  0.01
H -1.67 -0.18 3.24  0.38
C 1.16 0.42 2.65  -1.70
H 1.19 -0.22 3.55  0.36
H 0.59 1.32 2.89  0.31
H 2.19 0.70 2.41  0.39
C 2.76 -1.12 0.49  -1.63
H 3.21 -1.57 1.39  0.44
H 3.15 -0.08 0.41  0.29
H 3.09 -1.69 -0.39  0.37
C 0.77 -2.92 -1.14  -1.44
H 1.35 -3.73 -0.64  0.39
H 1.40 -2.50 -1.94  0.15
H -0.11 -3.39 -1.61  0.45
C -1.13 1.82 -4.76  -0.04
C -1.91 0.53 -4.91  -0.77
C -1.71 -0.24 -6.23  -1.25
C -0.27 -0.68 -6.46  -1.21
C 0.69 -0.38 -5.32  0.20
C 1.38 0.90 -5.20  -0.31
C 1.03 2.10 -6.05  -0.96
C -0.47 2.45 -5.96  -1.14
H -2.06 0.39 -7.05  0.52
H 0.11 -0.26 -7.41  0.28
H -2.39 -1.10 -6.22  0.58
H -1.03 2.20 -6.87  0.27
H -1.70 2.54 -4.15  0.62
H -2.97 0.79 -4.78  0.82
H -0.56 3.54 -5.83  0.42
H 1.63 2.94 -5.68  0.45
H 2.44 0.84 -4.93  0.35
H 1.32 1.98 -7.11  0.45
H -0.26 -1.78 -6.52  0.37
H 1.35 -1.24 -5.11  0.66
P -1.93 -0.48 -3.29  1.58
C -3.27 0.22 -2.27  -1.17
C -2.17 -2.22 -3.71  -1.41
P 2.71 1.33 -1.41  0.66
C 1.09 1.75 -2.24  -0.18
C 3.44 0.16 -2.59  -0.94
C 3.61 2.88 -1.73  -1.31
H -2.82 0.71 -1.39  0.09
H -3.97 -0.56 -1.93  0.49
H -3.82 0.98 -2.85  0.51
H -2.04 -2.43 -4.78  0.38
H -3.15 -2.58 -3.39  0.45
H -1.38 -2.78 -3.18  0.16
H 3.49 3.10 -2.80  0.42
H 4.67 2.75 -1.47  0.41
H 3.17 3.67 -1.13  0.32
H 0.30 1.96 -1.10  -0.67
H 1.21 2.78 -2.64  0.51
H 4.23 -0.43 -2.10  0.54
H 3.86 0.74 -3.43  0.39
H 2.66 -0.52 -2.96  -0.08
C -0.49 3.39 1.85  -1.59
C -0.78 3.33 0.35  1.81
C -2.29 3.48 0.14  -1.42
C -0.03 4.47 -0.32  -1.57
O -0.40 2.05 -0.15  -0.41
H 0.58 3.24 2.04  0.38
H -1.07 2.64 2.40  0.20
H -0.77 4.37 2.27  0.54
H -2.67 4.42 0.57  0.45
H -2.53 3.46 -0.93  0.23
H -2.82 2.66 0.63  0.21
H 1.04 4.38 -0.10  0.23
H -0.17 4.44 -1.40  0.29
H -0.37 5.44 0.06  0.47